1.
{"formula": "C3H2N2O2", "method": "ωB97M-V/def2-TZVPD", "species": ["H", "N", "C", "N", "C", "O", "C", "O", "H"], "coordinates": [[2.395, -0.509, 0.220], [1.575, -1.231, 0.120], [0.453, -0.630, -0.189], [-0.788, -1.004, -0.249], [-1.575, -0.128, -0.100], [-0.936, 1.125, 0.127], [0.422, 0.842, -0.099], [1.192, 1.682, -0.178], [-2.737, -0.146, 0.348]], "forces_ev_per_angstrom": [[-2.249, -1.373, -0.367], [-0.929, 1.191, -0.808], [7.132, 1.307, 1.430], [-0.762, -8.997, -1.517], [-4.913, 6.062, 4.055], [-1.204, -0.209, -0.533], [-3.785, -0.957, -0.020], [3.557, 3.004, -0.131], [3.154, -0.028, -2.109]], "nbo_charge": [0.37, -0.49, 0.25, -0.51, 0.46, -0.52, 0.70, -0.48, 0.23], "energy_ev": -10216.0342, "e_above_lowest_kcal_mol": 49.69, "smiles": "[H]/N=C1/N=COC1=O", "e_lumo_ev": -1.098, "e_homo_ev": -10.4, "gap_ha": 0.3410, "multiplicity": 1}

2.
{"formula": "C3H2N2O2", "method": "ωB97M-V/def2-TZVPD", "species": ["N", "C", "O", "C", "O", "C", "N", "H", "H"], "coordinates": [[-2.205, -1.120, 0.064], [-0.995, -0.760, 0.102], [0.190, -1.164, 0.063], [1.589, 1.076, -0.128], [2.083, 1.226, -1.183], [-0.620, 0.742, 0.201], [0.215, 1.594, 0.171], [-2.222, -2.134, -0.042], [1.965, 0.540, 0.752]], "forces_ev_per_angstrom": [[0.259, 0.013, 0.009], [-0.084, -0.353, 0.001], [-0.397, -0.006, 0.051], [0.516, 0.049, -0.379], [-0.181, 0.092, 0.506], [1.034, 0.950, -0.075], [-1.023, -0.858, 0.001], [-0.139, 0.007, 0.019], [0.017, 0.107, -0.134]], "nbo_charge": [-0.71, 0.51, -0.60, 0.57, -0.43, 0.56, -0.45, 0.36, 0.18], "energy_ev": -10215.1690, "e_above_lowest_kcal_mol": 69.65, "e_lumo_ev": -1.184, "e_homo_ev": -10.2, "gap_ha": 0.3325, "multiplicity": 1}